Record 1
{"formula": "C15H14NO3S", "method": "ωB97M-V with the def2-TZVPD basis set", "elements": ["C", "O", "C", "C", "C", "C", "S", "C", "C", "N", "O", "O", "C", "C", "C", "C", "C", "C", "C", "C", "H", "H", "H", "H", "H", "H", "H", "H", "H", "H", "H", "H", "H", "H"], "coordinates": [[-3.470158, 0.611338, 2.040155], [-2.591041, -0.558945, 2.049473], [-1.254329, -0.347205, 2.011491], [-0.431339, -1.505473, 2.034919], [0.924802, -1.376669, 2.233304], [1.486873, -0.094607, 2.401242], [3.116913, 0.144067, 2.802661], [2.860347, 0.786616, 4.909880], [3.547387, -0.388371, 5.368856], [2.786101, -1.500084, 5.609756], [3.317481, -2.593920, 5.915332], [1.515905, -1.339625, 5.513968], [3.462598, 2.120068, 4.980869], [2.638569, 3.270902, 5.040128], [3.188048, 4.553188, 4.946933], [4.577392, 4.721869, 4.803057], [5.398126, 3.585397, 4.840748], [4.850191, 2.311626, 4.949191], [0.706193, 1.059502, 2.198103], [-0.666492, 0.958281, 2.002112], [-4.480537, 0.204246, 2.055955], [-3.293651, 1.221421, 2.932156], [-3.313747, 1.196296, 1.128287], [-0.913758, -2.479139, 1.934632], [1.590090, -2.253253, 2.308225], [1.757743, 0.774673, 5.017095], [4.612378, -0.401798, 5.586887], [1.558939, 3.127934, 5.159887], [2.534621, 5.418293, 4.944899], [5.002385, 5.726083, 4.690293], [6.471733, 3.706175, 4.744710], [5.507414, 1.433775, 5.006669], [1.199061, 2.034482, 2.256786], [-1.272948, 1.846797, 1.882710]], "forces_ev_per_a": [[0.97, -1.22, 0.00], [-1.60, 0.83, -0.31], [1.51, 0.91, 0.06], [-0.83, 0.71, -0.05], [0.38, 0.25, 0.09], [-1.10, 0.35, -1.00], [0.98, 0.83, 0.29], [0.25, -1.59, -0.85], [-0.59, 0.40, 1.98], [-0.28, 1.38, 0.07], [-0.27, 0.17, -0.07], [0.96, -1.08, 0.00], [0.19, 1.10, 0.03], [0.40, -0.34, -0.08], [0.49, -0.38, -0.14], [-0.44, -0.35, 0.18], [-0.32, 0.34, -0.08], [0.11, -0.13, 0.03], [-0.22, -0.55, 0.13], [-0.46, -1.57, 0.24], [0.10, 0.05, 0.00], [0.01, -0.02, -0.15], [-0.03, 0.00, 0.13], [0.13, 0.26, 0.13], [-0.51, 0.53, 0.04], [0.84, -0.17, -0.24], [-0.41, -0.40, -0.22], [0.38, 0.11, -0.18], [0.02, -0.02, 0.07], [-0.14, -0.46, 0.05], [-0.03, -0.05, 0.10], [-0.28, 0.47, -0.23], [-0.20, -0.34, -0.11], [0.00, -0.05, 0.08]], "lowdin_charge": [-0.067, -0.111, -0.289, -0.020, -0.106, -0.683, 0.848, -0.265, -0.212, -0.457, -0.084, -0.102, -0.259, -0.039, -0.101, -0.108, -0.097, -0.047, -0.132, -0.038, 0.081, 0.089, 0.084, 0.112, 0.115, 0.116, 0.100, 0.112, 0.089, 0.092, 0.092, 0.109, 0.096, 0.085], "e_lumo_ev": 2.854, "orbital_gap_ev": 5.65, "total_charge": -1, "smiles": "COc1ccc(S[C@@H](C=[N+]([O-])[O-])c2ccccc2)cc1"}


Record 2
{"formula": "C5H4O", "method": "ωB97M-V with the def2-TZVPD basis set", "elements": ["C", "C", "C", "O", "C", "C", "H", "H", "H", "H"], "coordinates": [[-1.901582, -0.965572, -0.218246], [-1.084910, -0.115734, -0.053461], [-0.289891, 1.217546, 0.212400], [1.072506, 1.200632, -0.119803], [1.576760, -0.059277, -0.090489], [2.049628, -1.113122, 0.094338], [-2.532192, -1.778096, -0.448199], [-0.837200, 1.857502, -0.639190], [-0.622424, 1.741100, 1.063291], [2.569304, -1.984982, 0.199355]], "forces_ev_per_a": [[-0.10, -0.56, -0.29], [1.82, 2.99, 1.39], [-4.11, -0.91, -5.00], [0.93, -2.27, 0.30], [-1.46, 4.60, 0.18], [0.59, -0.97, -0.04], [-0.32, -0.26, 0.01], [1.40, -0.96, 1.58], [0.49, 0.04, 1.71], [0.76, -1.71, 0.17]], "lowdin_charge": [0.102, -0.096, -0.176, -0.040, -0.216, 0.135, 0.023, 0.160, 0.098, 0.011], "e_lumo_ev": 0.846, "orbital_gap_ev": 10.51, "total_charge": 0, "relative_energy_kj_mol": 417.9, "smiles": "C#CCOC#C"}


Record 3
{"formula": "C27H29BF6N5O6P", "method": "ωB97M-V with the def2-TZVPD basis set", "elements": ["C", "P", "C", "C", "C", "C", "C", "C", "O", "N", "C", "C", "C", "C", "C", "C", "C", "C", "C", "O", "C", "N", "C", "C", "O", "C", "F", "F", "C", "F", "F", "C", "F", "F", "C", "O", "O", "C", "N", "C", "C", "B", "N", "O", "N", "C", "H", "H", "H", "H", "H", "H", "H", "H", "H", "H", "H", "H", "H", "H", "H", "H", "H", "H", "H", "H", "H", "H", "H", "H", "H", "H", "H", "H", "H"], "coordinates": [[0.618532, -2.444021, 2.842896], [-0.348168, -1.110694, 2.051334], [-0.204025, 0.426381, 3.049854], [0.190960, -0.792109, 0.328328], [-0.759581, -0.308035, -0.564301], [-2.188540, -0.096415, -0.106110], [-2.949848, -1.449550, 0.078906], [-3.914108, -1.289084, 1.225464], [-4.593222, -0.300890, 1.280452], [-4.005060, -2.349637, 2.189847], [-3.556471, -1.988136, 3.523041], [-3.845289, -0.778942, 4.147130], [-3.399391, -0.530318, 5.442576], [-2.665033, -1.484558, 6.146018], [-2.368514, -2.689138, 5.513672], [-2.808425, -2.937762, 4.216601], [-0.419401, -0.022798, -1.933272], [-1.492046, 0.481582, -2.875484], [-2.080222, 1.899356, -2.618590], [-2.282625, 2.620781, -3.820477], [-1.300107, 2.773062, -1.665859], [-1.970012, 4.093894, -1.535571], [0.868625, -0.287301, -2.346476], [1.293559, -0.102844, -3.781525], [0.806587, -0.768155, -4.637806], [2.351077, 0.960434, -4.245368], [3.430794, 1.043385, -3.443966], [2.792693, 0.539325, -5.442621], [1.789560, 2.404266, -4.444449], [2.309158, 2.909729, -5.577593], [0.463555, 2.343458, -4.610147], [2.183547, 3.391287, -3.316842], [1.284919, 4.397310, -3.354300], [2.095211, 2.822419, -2.096910], [3.569714, 4.054285, -3.492554], [3.749763, 4.917416, -4.260606], [4.549368, 3.574013, -2.673617], [1.845167, -0.815158, -1.471113], [3.077472, -1.093159, -1.985648], [3.931245, -1.569665, -1.126125], [3.646021, -1.752541, 0.247611], [4.764011, -2.317692, 1.220609], [5.725064, -3.275344, 0.675624], [4.790860, -1.935147, 2.534330], [2.457486, -1.489945, 0.746861], [1.517175, -1.036625, -0.131450], [0.175892, -2.588377, 3.824373], [1.672372, -2.222566, 2.984427], [0.535969, -3.355552, 2.260082], [0.574151, 1.105730, 2.709193], [-0.108890, 0.168443, 4.100371], [-1.151856, 0.950212, 2.945508], [-2.164374, 0.420040, 0.845157], [-2.769339, 0.476312, -0.805858], [-3.540915, -1.611127, -0.820382], [-2.257046, -2.259455, 0.252708], [-4.985549, -2.607164, 2.266996], [-4.421677, -0.023078, 3.636899], [-3.632706, 0.394741, 5.948709], [-2.332553, -1.301963, 7.154856], [-1.808336, -3.434522, 6.059482], [-2.550078, -3.883581, 3.766155], [-2.322679, -0.219352, -2.782571], [-1.171190, 0.398721, -3.904583], [-3.072953, 1.767663, -2.173623], [-2.927878, 2.146886, -4.351238], [-0.327845, 2.969417, -2.105878], [-1.235179, 2.326489, -0.679813], [-2.952525, 4.016857, -1.760437], [-1.865677, 4.400028, -0.579225], [4.393577, 3.958765, -1.799553], [4.913769, -1.837948, -1.488882], [5.895169, -4.028005, 1.329851], [6.604202, -2.855872, 0.398778], [3.882113, -1.908460, 2.866118]], "forces_ev_per_a": [[0.74, 0.65, 0.13], [-1.62, -0.80, 0.06], [0.23, 0.12, -0.63], [0.24, 0.48, 0.01], [0.11, -0.04, -0.14], [0.26, -0.88, 0.14], [0.46, 0.62, 0.30], [0.12, -0.08, -0.27], [-0.52, 0.33, 0.13], [-0.07, -0.06, 0.16], [0.43, -0.36, 0.24], [0.02, 0.16, 0.17], [0.25, -0.37, 0.31], [-0.18, -0.07, -0.75], [-0.22, 0.27, 0.10], [0.12, 0.09, 0.42], [0.26, -0.19, 0.29], [-0.14, -0.10, 0.35], [-0.48, -0.30, 0.23], [0.30, 0.02, -0.14], [-0.54, 1.22, -0.56], [0.41, -0.46, 0.02], [0.09, 0.58, -0.27], [0.03, 0.18, 0.72], [-0.34, -0.38, -0.76], [0.19, -0.28, -0.31], [0.05, 0.22, 0.13], [-0.02, -0.01, -0.08], [0.53, -0.34, -0.24], [0.02, 0.06, -0.11], [-0.23, 0.04, 0.34], [-0.41, 0.53, -0.02], [-0.10, 0.06, -0.01], [-0.13, -0.25, 0.16], [0.40, -0.81, 0.82], [-0.01, 0.93, -1.12], [-0.23, 0.18, 0.16], [-0.02, 0.21, -0.36], [-0.26, -0.28, 0.42], [0.07, -0.02, -0.37], [0.07, -0.04, 0.50], [0.26, -0.10, -0.27], [-0.23, 0.49, 0.20], [-0.54, -1.07, 0.04], [0.15, 0.29, -0.41], [-0.12, -0.17, 0.49], [-0.27, -0.14, 0.05], [0.07, -0.02, -0.02], [-0.13, -0.08, -0.08], [0.27, -0.03, 0.26], [0.20, -0.07, 0.09], [-0.12, 0.04, 0.00], [-0.22, 0.24, 0.07], [0.04, 0.41, 0.03], [-0.06, -0.33, -0.09], [-0.05, -0.26, -0.04], [-0.05, 0.07, -0.07], [-0.07, -0.01, -0.12], [-0.12, 0.18, -0.17], [0.02, 0.07, 0.12], [0.07, -0.15, -0.10], [-0.11, -0.02, -0.29], [-0.07, -0.13, -0.10], [0.19, 0.20, -0.15], [-0.07, -0.05, 0.13], [-0.03, -0.02, -0.08], [0.31, -0.26, 0.25], [0.34, -0.46, -0.04], [-0.07, 0.08, 0.08], [-0.23, 0.19, 0.01], [0.16, -0.33, 0.17], [0.09, -0.04, -0.13], [0.41, 0.15, 0.15], [0.07, -0.27, -0.24], [0.05, 0.74, 0.06]], "lowdin_charge": [-0.278, 0.977, -0.250, -0.224, -0.158, -0.160, -0.096, -0.451, 0.110, 0.089, -0.266, -0.029, -0.082, -0.093, -0.097, -0.049, -0.080, -0.053, -0.381, -0.015, -0.200, 0.023, -0.020, -0.230, 0.189, -0.348, 0.128, 0.146, -0.344, 0.164, 0.171, -0.359, 0.150, 0.135, -0.415, 0.226, 0.112, -0.147, 0.166, -0.052, -0.123, -0.542, 0.155, 0.158, 0.165, -0.183, 0.018, 0.000, 0.045, 0.035, 0.037, 0.020, 0.089, 0.082, 0.125, 0.094, 0.135, 0.104, 0.100, 0.097, 0.100, 0.110, 0.126, 0.108, 0.130, 0.101, 0.089, 0.111, 0.061, 0.060, 0.132, 0.118, 0.072, 0.078, 0.083], "e_lumo_ev": -0.862, "orbital_gap_ev": 7.04, "total_charge": 0, "relative_energy_kj_mol": 42.3, "smiles": "CP(C)c1c(CCC(=O)Nc2ccccc2)c(C[C@H](O)CN)c(C(=O)C(F)(F)C(F)(F)C(F)(F)C(=O)O)c2ncc(B(N)O)nc12"}


Record 4
{"formula": "C22H23N2NiO4", "method": "ωB97M-V with the def2-TZVPD basis set", "elements": ["Ni", "C", "C", "O", "C", "C", "C", "N", "N", "C", "O", "C", "C", "C", "C", "C", "C", "H", "H", "H", "H", "H", "H", "H", "H", "H", "H", "H", "H", "C", "C", "C", "C", "C", "C", "C", "C", "C", "C", "O", "O", "H", "H", "H", "H", "H", "H", "H", "H", "H", "H", "H"], "coordinates": [[0.223617, 2.615064, -0.058151], [-3.157118, 4.098942, -2.086344], [-2.323395, 3.569217, -0.926704], [-1.073664, 3.758622, -1.004130], [-3.008272, 2.946452, 0.112898], [-2.432494, 2.303016, 1.229881], [-3.330951, 1.799076, 2.332014], [-1.137752, 2.138538, 1.335130], [-0.588649, 1.518377, 2.397874], [0.738678, 1.520730, 2.363101], [1.425062, 2.186286, 1.526738], [1.477355, 0.736664, 3.380954], [2.862767, 0.688899, 3.235161], [3.645227, -0.002621, 4.136791], [3.051324, -0.654957, 5.203324], [1.672585, -0.642139, 5.337037], [0.881805, 0.046617, 4.432001], [-2.907900, 3.527376, -2.979154], [-2.900303, 5.138927, -2.280176], [-4.222427, 4.010167, -1.889179], [-4.086404, 2.921718, 0.043721], [-4.374194, 2.050021, 2.152218], [-3.008905, 2.232935, 3.276922], [-3.223541, 0.720251, 2.424181], [3.289575, 1.202519, 2.388581], [4.718117, -0.035043, 4.010585], [3.663200, -1.174509, 5.927924], [1.215088, -1.179654, 6.157470], [-0.193763, 0.052141, 4.525087], [0.420727, -4.514796, -4.584500], [0.477971, -3.377238, -3.607323], [-0.678759, -2.827123, -3.078639], [-0.627351, -1.779595, -2.168718], [-1.877548, -1.168211, -1.611490], [0.616920, -1.294636, -1.778691], [1.791002, -1.827414, -2.304228], [3.111224, -1.279837, -1.851279], [1.708073, -2.868430, -3.214848], [0.714230, -0.211244, -0.709031], [0.982204, -0.560604, 0.431053], [0.502439, 0.957153, -1.154552], [-0.600212, -4.692407, -4.911098], [0.799201, -5.429774, -4.128767], [1.036595, -4.295785, -5.455048], [-1.637865, -3.225936, -3.383265], [-2.758515, -1.759270, -1.860147], [-2.003744, -0.162675, -2.011529], [-1.799919, -1.071397, -0.530196], [3.091674, -0.191343, -1.869924], [3.928909, -1.636105, -2.476964], [3.294939, -1.580655, -0.819362], [2.613140, -3.296311, -3.627211]], "forces_ev_per_a": [[-0.59, -0.88, 0.83], [0.33, -0.03, 0.27], [-1.54, -0.21, 0.48], [1.36, -0.10, -0.40], [0.07, 0.30, -0.94], [0.81, -0.41, 0.93], [0.21, 0.07, -0.09], [-0.03, 0.88, -1.39], [0.59, -1.11, 1.41], [-1.78, 0.36, -0.06], [0.42, 0.58, -1.15], [0.31, -0.03, 0.04], [-0.17, 0.04, -0.04], [0.08, -0.01, 0.07], [0.09, -0.09, 0.09], [-0.09, -0.04, 0.12], [-0.02, 0.10, -0.14], [0.02, -0.04, -0.10], [0.01, 0.10, -0.02], [-0.04, 0.02, -0.01], [-0.02, 0.01, 0.00], [0.00, 0.03, -0.09], [-0.01, -0.04, 0.11], [0.02, -0.10, 0.07], [0.07, 0.04, -0.04], [0.10, 0.01, 0.00], [0.02, -0.10, 0.04], [-0.07, 0.00, 0.04], [-0.08, 0.05, -0.03], [0.03, 0.02, 0.07], [0.00, -0.05, -0.04], [0.10, -0.02, -0.05], [0.12, 0.00, 0.04], [0.01, 0.06, -0.03], [0.00, 0.12, 0.21], [-0.05, -0.02, 0.03], [0.04, -0.08, 0.06], [-0.10, 0.09, 0.01], [0.10, -0.92, -0.12], [0.00, 0.00, 0.18], [-0.26, 1.51, -0.20], [-0.09, -0.07, -0.09], [0.01, -0.12, -0.03], [0.01, -0.07, -0.13], [-0.13, -0.01, -0.03], [-0.01, -0.03, 0.01], [-0.07, 0.10, 0.02], [-0.08, 0.02, 0.12], [0.09, 0.07, 0.01], [0.02, -0.01, -0.03], [0.07, 0.04, 0.04], [0.13, -0.02, -0.05]], "lowdin_charge": [0.807, -0.039, -0.481, -0.113, -0.050, -0.324, -0.046, -0.043, 0.066, -0.484, -0.108, -0.142, -0.025, -0.097, -0.119, -0.105, -0.030, 0.076, 0.071, 0.063, 0.082, 0.062, 0.071, 0.074, 0.111, 0.093, 0.088, 0.091, 0.103, -0.068, -0.290, -0.020, -0.208, -0.029, -0.061, -0.212, -0.034, -0.023, -0.635, 0.071, -0.058, 0.065, 0.075, 0.072, 0.105, 0.071, 0.085, 0.086, 0.084, 0.070, 0.088, 0.110], "e_lumo_ev": [2.957, 2.956], "orbital_gap_ev": [6.78, 6.86], "total_charge": -1, "spin_multiplicity": 3}


Record 5
{"formula": "CCl2NO2", "method": "ωB97M-V with the def2-TZVPD basis set", "elements": ["C", "N", "O", "O", "Cl", "Cl"], "coordinates": [[-1.185499, 0.183514, -0.107813], [1.625443, 0.360199, 0.346316], [-0.934334, -0.959449, -0.195183], [-1.614770, 1.252355, -0.204663], [2.531685, 0.611575, -1.170110], [2.037892, -1.164729, 1.013533]], "forces_ev_per_a": [[0.51, -2.45, -1.26], [-0.55, 1.21, -0.05], [-0.42, 1.28, 0.64], [0.03, 0.97, 0.57], [0.07, -0.18, -0.06], [0.35, -0.83, 0.18]], "lowdin_charge": [-0.468, -1.116, 0.114, 0.165, 0.119, 0.185], "e_lumo_ev": 3.614, "orbital_gap_ev": 6.04, "total_charge": -1, "relative_energy_kj_mol": 35.7}


Number 1: F_max 2.1 eV/A. Number 2: F_max 6.5 eV/A. Number 3: F_max 1.8 eV/A. Number 4: F_max 1.9 eV/A. Number 5: F_max 2.8 eV/A.